P.
# C2H7N2O

A cluster of 2 separate species, C2H7N2O in total (ωB97M-V with the def2-TZVPD basis set, the Open Molecules 2025 dataset).

The geometry in XYZ format:
```
12
Properties=species:S:1:pos:R:3:mulliken_charge:R:1
C 0.38 -0.75 2.05 -0.65
O 1.36 -0.15 1.21 -0.48
H -0.58 -0.67 1.53 0.34
H 0.40 -0.20 2.99 0.21
H 0.60 -1.85 2.23 0.16
N -0.74 1.43 -1.72 -0.54
C -0.12 0.26 -1.20 -0.40
N -0.89 -0.74 -0.96 -0.89
H -0.44 2.38 -1.56 0.27
H -1.76 1.30 -1.63 0.26
H 0.86 0.14 0.37 0.38
H -0.33 -1.56 -0.76 0.35
```

Total charge   -1
Frontier orbital gap   0.2328 hartree

---

Q.
# C2H7N2O

A cluster of 2 separate species, C2H7N2O in total (ωB97M-V with the def2-TZVPD basis set, the Open Molecules 2025 dataset).

The geometry in XYZ format:
```
12
Properties=species:S:1:pos:R:3:mulliken_charge:R:1
C -1.94 0.28 0.11 -0.56
O -1.45 -0.68 0.99 -0.44
H -1.87 0.00 -0.95 0.26
H -1.53 1.30 0.20 0.18
H -3.00 0.31 0.37 0.24
N 1.67 0.89 -0.58 -0.48
C 1.16 -0.36 -0.10 -0.71
N 2.08 -1.22 0.10 -0.82
H 1.04 1.67 -0.57 0.23
H 2.44 0.66 -1.20 0.43
H -0.47 -0.88 0.86 0.47
H 1.88 -1.96 0.76 0.21
```

Total charge   -1
Frontier orbital gap   0.2218 hartree

---

What should be chosen as the least stable of them? Choose Q.

---

P.
# C4H10O3

A cluster of 2 separate species, C4H10O3 in total (ωB97M-V with the def2-TZVPD basis set, the Open Molecules 2025 dataset).

The geometry in XYZ format:
```
17
Properties=species:S:1:pos:R:3:mulliken_charge:R:1
C -2.70 0.15 0.71 -0.40
O -3.89 -0.45 0.53 -0.90
C -1.48 -0.54 -0.01 -0.63
C -0.18 0.12 0.38 -0.36
C 0.98 -0.13 -0.47 -0.40
O 2.27 -0.22 0.25 -0.57
H -2.74 1.31 0.51 0.11
H -2.44 0.14 1.86 0.11
H -1.65 -0.39 -1.01 0.36
H -1.46 -1.53 0.17 0.38
H -0.24 1.15 0.69 0.27
H 0.11 -0.37 1.39 0.17
H 1.03 0.66 -1.20 0.25
H 0.82 -1.13 -0.95 0.15
H 3.03 -0.01 -0.45 0.40
H 4.45 0.94 -0.86 0.16
O 4.09 0.29 -1.54 -1.12
```

Total charge   -2
Frontier orbital gap   0.2493 hartree

---

Q.
# C4H10O3

A cluster of 2 separate species, C4H10O3 in total (ωB97M-V with the def2-TZVPD basis set, the Open Molecules 2025 dataset).

The geometry in XYZ format:
```
17
Properties=species:S:1:pos:R:3:mulliken_charge:R:1
C -0.13 0.03 -0.35 -0.29
C 0.79 -1.02 0.36 -0.59
C 2.29 -0.47 0.42 -0.59
O 3.26 -1.36 0.15 -1.00
C -0.77 1.00 0.71 -0.35
O -2.03 1.37 0.28 -0.93
H -0.83 -0.56 -0.89 0.26
H 0.60 0.66 -1.02 0.02
H 0.59 -1.46 1.42 0.22
H 0.84 -1.89 -0.24 0.33
H 2.45 0.19 -0.33 0.38
H 2.34 0.09 1.35 0.15
H -1.19 0.59 1.57 0.31
H -0.21 1.85 1.08 0.26
H -2.60 0.66 -0.84 0.37
H -2.32 0.23 -2.08 0.27
O -3.08 0.09 -1.60 -0.82
```

Total charge   -2
Frontier orbital gap   0.2275 hartree

---

What should be chosen as the least stable of them? Choose Q.